Molecular formula: C5H6F6NO6P2S
Method: DFT, ωB97M-V/def2-TZVPD

The geometry in XYZ format:
```
27
Properties=species:S:1:pos:R:3:forces:R:3
N 2.20651 2.34380 0.96333 0.349 0.904 -1.347
P 0.97397 2.42044 -0.37437 -2.047 1.251 -0.201
O 1.68502 2.97552 -1.85948 -1.120 -0.795 0.712
C 0.32425 0.63594 -0.57608 3.372 -3.625 -1.337
C 1.15351 -0.59133 -0.41870 -4.519 2.817 0.418
C 2.76904 -0.85584 -0.42115 -2.087 -1.508 0.732
S 3.73975 0.33123 -1.51488 3.992 -2.461 -6.908
O 5.15307 -0.33680 -1.73502 -4.595 2.210 2.131
O 3.14535 0.53366 -2.95108 0.791 -0.259 5.786
C -0.08310 -1.65246 -0.01647 2.298 -4.870 1.791
O 0.14423 -2.87449 0.48477 -2.185 8.459 -3.429
O -1.40833 -0.99381 -0.20950 2.336 -0.062 -1.988
C -1.22781 0.20779 -1.01860 -1.328 3.047 -1.984
O -2.03349 0.85634 -1.88196 5.609 -5.069 6.441
H 1.74372 2.83102 1.77435 0.418 -0.678 -1.302
H 3.03383 2.95339 0.73296 -1.002 -0.843 0.216
H 0.95351 3.16842 -2.54323 1.455 -0.569 1.802
H 3.22085 -0.91116 0.65227 -0.784 0.504 -1.969
H 2.91198 -1.96138 -0.88370 -0.073 2.850 0.695
H 4.02854 1.57632 -0.88017 -0.916 -1.359 -0.273
F -3.96333 -2.58042 2.73733 1.341 -1.657 5.468
P -4.63319 -1.52187 1.81104 -0.167 -0.252 -0.015
F -5.69147 -1.39708 0.67408 -1.207 1.868 -5.398
F -3.88613 -0.31376 1.17158 3.029 2.269 -4.618
F -3.81466 -2.45469 0.86855 1.201 -1.631 -5.460
F -4.44722 -0.48348 2.95745 -1.325 1.709 5.436
F -5.99841 -1.90534 2.45669 -2.836 -2.250 4.604
```
Positions in Å, forces in eV/Å.

Summary:
Charge = -1
LUMO energy = 0.0100 Eh
E = -2380.301317 a.u.
Relative energy (zero: lowest compared OMol25 entry of this formula, charge and spin) = 181.5 kcal/mol
HOMO energy = -6.7653 eV